12
Properties=species:S:1:pos:R:3:forces:R:3 method="wB97M-V/def2-TZVPD" energy_ha=-2763.82677 max_force_ha_per_bohr=0.05539 homo_lumo_gap_ev=8.7 homo_energy_ev=-8.68 lumo_ev=0.04 relative_energy_kcal_mol=15.3
C -0.789816 -0.932819 -1.336186 -1.1 -0.3 0.4
C 0.493414 0.938344 1.418244 0.6 1.1 1.1
N -0.474750 0.141079 -0.399512 -1.2 -0.8 -0.5
N 0.154971 -0.294834 0.701035 -0.1 1.4 -0.9
Br 2.103355 -1.059547 0.198642 0.1 0.0 -0.1
H -1.155551 -1.796587 -0.705427 0.6 0.8 -0.8
H -1.671812 -0.651868 -2.004974 1.6 -0.2 0.6
H 0.178187 -1.196797 -1.823937 -1.0 -0.1 -0.2
H 1.390486 0.794976 2.182392 -1.9 0.4 -2.0
H 0.651699 1.674791 0.533147 0.5 -0.4 2.3
H -0.428274 1.253949 2.015658 1.1 -0.4 -0.8
H -0.451908 1.129313 -0.779082 0.7 -1.6 0.8